A cluster of 11 separate species, C79H177N11O11 in total, computed with ωB97M-V with the def2-TZVPD basis set.

The geometry in XYZ format:
```
278
Properties=species:S:1:pos:R:3:forces:R:3
C 10.047580 7.023740 -23.268630 0.32 -0.31 -1.09
C 9.215610 8.044880 -24.094120 1.10 0.17 1.83
C 9.271870 7.946140 -25.617430 0.96 0.51 0.49
O 8.224430 8.684910 -26.218890 -0.17 -0.72 -0.50
C 8.157060 8.571050 -27.666370 -0.52 0.58 1.36
N 7.904330 7.979710 -23.550170 -1.93 0.41 -0.37
H 10.024580 6.036790 -23.730690 0.16 -0.18 -0.30
H 9.639430 6.840490 -22.274680 -0.11 0.59 -0.08
H 11.085480 7.342750 -23.173290 0.09 -0.13 -0.01
H 9.579190 9.003850 -23.724960 0.16 0.39 -0.49
H 9.335460 6.867400 -25.760210 -0.63 -0.28 -1.04
H 10.193690 8.402930 -25.977550 0.48 -0.28 0.00
H 7.969140 7.532300 -27.938000 0.32 0.03 -0.26
H 9.008040 9.050160 -28.150510 0.38 -0.46 0.03
H 7.300460 9.182090 -27.950890 -0.12 -0.20 0.04
H 7.411210 7.158500 -23.870400 0.10 -0.77 0.13
H 7.400720 8.672400 -24.085580 -0.54 0.58 0.25
C 12.864830 -0.539940 -24.038990 -0.19 -0.08 -2.45
C 14.158010 0.233990 -23.899480 -1.60 0.47 1.23
C 13.812250 1.755800 -24.059590 0.57 -0.70 -1.79
O 13.405010 1.879240 -25.438010 0.29 -0.13 0.22
C 13.200720 3.211060 -25.897990 -0.22 -0.46 0.36
N 14.658720 -0.111850 -22.565790 1.43 0.89 0.72
H 12.550510 -0.300490 -25.054850 -0.54 -0.06 -0.10
H 12.030910 -0.266600 -23.392490 0.36 -0.05 0.38
H 13.058950 -1.610360 -24.107010 -0.14 -0.11 0.60
H 14.873130 -0.180580 -24.610000 0.04 0.72 -0.28
H 14.662200 2.419610 -23.901330 0.34 -0.02 0.23
H 13.001960 2.087340 -23.410280 -0.17 -0.26 0.34
H 12.257760 3.580080 -25.494580 0.08 0.41 0.30
H 13.074500 3.229370 -26.980500 0.25 -0.40 0.03
H 14.058140 3.827680 -25.628320 -0.08 0.30 0.07
H 13.919480 0.035740 -21.893600 -0.31 -0.07 0.23
H 14.790900 -1.112240 -22.608740 0.14 -0.24 0.39
C 17.258340 9.067760 -21.309140 0.77 -0.43 1.39
C 17.722420 9.488020 -22.715850 -0.98 -0.76 2.79
C 17.888260 8.306340 -23.617250 1.64 -0.09 0.76
O 18.972330 7.486560 -23.147890 -0.53 -1.21 -0.51
C 18.992480 6.181970 -23.786940 0.19 1.27 0.00
N 16.657670 10.293720 -23.217810 -0.21 1.06 -1.26
H 17.291900 9.853400 -20.554330 -0.25 0.58 -0.44
H 17.853000 8.321230 -20.782660 0.63 -0.34 -0.57
H 16.269020 8.617440 -21.228230 -0.40 0.26 -0.71
H 18.611100 10.114300 -22.637700 0.19 -0.25 -0.10
H 18.146500 8.803760 -24.552120 -0.17 -0.83 -0.80
H 16.947440 7.756460 -23.593130 -0.09 -0.18 -0.49
H 19.800830 5.564200 -23.395760 0.09 0.35 0.29
H 19.182590 6.334170 -24.849380 -0.09 -0.19 -0.20
H 18.060280 5.631850 -23.658610 -0.28 0.11 0.09
H 16.937920 10.463070 -24.173260 -0.33 0.77 -0.48
H 15.809300 9.756000 -23.323790 -0.27 -0.21 0.32
C 7.910610 2.502300 -20.181360 1.44 -0.48 -3.01
C 7.265650 2.695700 -18.904930 -1.72 -0.70 2.51
C 6.043010 1.645080 -18.725450 2.03 1.51 0.37
O 5.397150 1.928920 -17.494060 -0.61 -0.59 -0.52
C 4.135300 1.255080 -17.340590 0.29 0.67 0.57
N 8.259790 2.610850 -17.835750 0.16 -1.48 0.22
H 8.521900 1.613550 -20.338000 0.08 -0.53 1.04
H 8.639660 3.277250 -20.418070 -0.21 0.47 -0.05
H 7.260700 2.361980 -21.045090 -0.52 0.72 0.07
H 6.895300 3.708940 -18.749120 -0.96 0.07 -0.95
H 6.441830 0.630700 -18.734590 0.22 -0.23 0.17
H 5.444800 1.735370 -19.632150 -0.62 0.29 0.17
H 3.388930 1.695210 -18.001890 0.02 -0.27 -0.35
H 3.773600 1.438140 -16.328780 0.25 0.25 0.07
H 4.188000 0.168440 -17.407930 0.25 -0.07 -0.52
H 9.025680 3.249890 -17.994300 -0.09 0.18 0.15
H 7.830820 2.768830 -16.935120 0.14 0.20 0.06
C 20.152790 5.589060 -15.817560 -0.83 -0.76 -0.14
C 21.320410 6.182250 -16.566910 -0.12 0.50 -0.52
C 22.280770 5.072310 -16.933620 -0.26 -1.77 -0.80
C 21.768170 4.161170 -18.096520 -0.05 1.33 0.58
C 21.606420 5.073420 -19.286100 -0.19 -0.03 0.08
C 20.607170 6.270720 -19.086170 -0.35 -1.67 -0.53
N 20.969900 6.933070 -17.819690 0.78 -0.10 -0.71
O 20.290810 8.184510 -17.710720 0.59 -0.78 0.34
C 20.852930 7.232990 -20.291980 -0.46 0.45 0.67
C 19.109310 5.682020 -19.094690 0.57 0.65 -0.04
C 22.031320 7.119700 -15.590530 -0.30 1.01 -0.95
H 19.372390 6.318450 -15.600610 0.12 0.14 0.44
H 20.543050 5.091010 -14.930010 -0.22 0.44 0.40
H 19.637070 4.780640 -16.335810 0.05 0.01 -0.44
H 23.245620 5.470050 -17.248200 0.04 0.10 0.14
H 22.405790 4.442170 -16.053060 0.29 0.18 0.21
H 20.787770 3.717560 -17.922900 -0.04 -0.17 0.56
H 22.440730 3.350810 -18.377730 0.24 0.02 0.35
H 21.304780 4.374670 -20.066390 -0.32 0.66 -0.75
H 22.599710 5.455280 -19.522000 -0.05 0.25 -0.27
H 20.012160 7.915110 -20.418160 0.11 0.14 0.16
H 21.754290 7.816300 -20.103820 -0.06 0.07 0.22
H 20.998160 6.805210 -21.283950 -0.16 -0.76 0.25
H 18.700840 5.488990 -20.086660 0.45 0.02 -0.38
H 18.967140 4.756510 -18.536740 0.40 -0.08 0.16
H 18.377260 6.368530 -18.669360 0.27 0.41 0.16
H 21.299510 7.884070 -15.329200 0.12 0.04 0.54
H 22.800790 7.668880 -16.133140 0.25 -0.15 0.08
H 22.451610 6.635540 -14.709030 -0.22 -0.11 -0.13
H 19.561520 8.055170 -17.099980 -0.48 -0.17 0.06
C 19.552210 2.281490 -21.568110 0.08 0.41 0.23
C 18.905090 0.897350 -21.754990 1.15 -2.07 -1.11
C 19.837300 -0.261100 -21.237030 0.76 1.32 -0.25
C 20.016530 -0.324970 -19.733900 0.09 -0.10 -0.78
C 18.682870 -0.488950 -19.046920 1.27 -0.01 -0.30
C 17.647540 0.591910 -19.427850 0.39 -1.69 1.14
N 17.665210 0.778080 -20.925320 -0.22 2.29 -0.06
O 16.642170 1.548460 -21.411590 2.56 0.08 1.23
C 16.288490 0.018630 -18.960820 -0.33 1.08 -1.10
C 17.952100 1.906460 -18.667150 -0.46 0.41 -0.44
C 18.558030 0.527140 -23.279590 -1.33 0.90 1.10
H 20.474360 2.452870 -22.123420 -0.21 -0.68 -0.76
H 19.955170 2.453950 -20.570120 -0.68 -0.10 0.35
H 18.866830 3.078090 -21.857580 -0.08 0.00 0.22
H 19.581280 -1.242420 -21.636490 -0.54 0.10 0.02
H 20.837930 -0.074190 -21.626770 -0.05 0.18 -0.45
H 20.562310 0.517660 -19.309390 0.08 0.18 -0.27
H 20.657650 -1.200020 -19.627290 -0.08 -0.05 0.68
H 18.978630 -0.411810 -18.000660 -1.01 -0.17 0.32
H 18.355830 -1.495810 -19.306490 -0.51 0.05 0.33
H 16.241820 0.000120 -17.871970 0.20 -0.22 -0.16
H 15.512340 0.701720 -19.305870 -0.30 0.05 0.19
H 16.074800 -0.951980 -19.408440 0.16 -0.09 0.21
H 19.006510 2.141770 -18.522400 0.01 -0.16 -0.37
H 17.445260 2.736610 -19.159140 0.17 0.12 -0.03
H 17.515190 1.852110 -17.670020 -0.06 -0.29 -0.04
H 18.041650 -0.432580 -23.260220 0.44 -0.26 -0.18
H 19.341620 0.581360 -24.035340 0.58 -0.34 0.77
H 17.809940 1.194360 -23.707710 -0.13 0.37 0.35
H 15.989460 0.910510 -21.709220 -2.29 -1.46 -1.17
C 12.469700 -1.413090 -19.821830 1.28 -0.09 1.27
C 11.809860 -2.175380 -18.675530 -0.99 0.43 0.99
C 10.438530 -1.393890 -18.501210 -0.58 -1.53 -0.36
C 9.348720 -2.209000 -17.791430 0.98 0.42 0.53
C 9.225840 -3.575860 -18.431690 0.38 -0.22 -1.07
C 10.558770 -4.433820 -18.530630 -1.00 0.89 0.78
N 11.628790 -3.586930 -19.099340 -3.48 1.28 -1.14
O 12.767850 -4.300860 -19.296930 1.12 -0.15 0.24
C 10.888010 -4.836280 -17.049680 0.70 -0.78 -1.16
C 10.256610 -5.686280 -19.445020 -0.56 1.25 -0.42
C 12.565240 -2.083030 -17.295990 0.42 -0.41 -0.43
H 13.506830 -1.745910 -19.862930 0.19 -0.10 -0.56
H 12.509130 -0.384240 -19.464040 -0.06 0.36 -0.41
H 11.957100 -1.512370 -20.778640 -0.03 -0.10 0.23
H 10.491650 -0.405670 -18.044370 0.79 -0.12 0.36
H 9.999660 -1.151540 -19.469070 0.33 -0.24 -0.51
H 8.452110 -1.602570 -17.919580 -0.33 -0.37 0.29
H 9.603310 -2.239660 -16.732020 -0.26 -0.13 0.21
H 8.862700 -3.304050 -19.422820 0.23 -0.48 -0.55
H 8.434940 -4.216260 -18.041220 0.10 0.06 0.46
H 10.507520 -5.849370 -16.919390 -0.28 0.23 0.63
H 11.968580 -4.944070 -16.955590 0.28 -0.17 0.19
H 10.626270 -4.117480 -16.273210 -0.49 -0.23 -0.23
H 9.450670 -6.295730 -19.036200 0.44 -0.26 0.57
H 9.761120 -5.332610 -20.349190 0.09 0.53 -0.17
H 11.068630 -6.276740 -19.869400 0.30 0.01 0.83
H 12.919810 -1.081860 -17.050990 -0.21 0.13 -0.08
H 13.436680 -2.734270 -17.228310 0.44 0.03 -0.66
H 12.020120 -2.492150 -16.445360 -0.70 0.50 -0.19
H 12.899200 -4.671890 -18.421320 0.97 -0.57 0.33
C 12.152570 1.991690 -15.861430 -0.69 0.00 0.70
C 11.741970 2.640890 -14.473170 -0.71 0.42 0.27
C 12.949490 2.490250 -13.449790 -1.56 -0.86 -0.76
C 12.888040 3.409880 -12.282670 -0.11 1.05 0.05
C 12.760210 4.842020 -12.775360 0.35 0.92 -0.14
C 11.455520 5.148220 -13.555820 2.10 0.03 0.27
N 11.544070 4.130590 -14.724650 1.51 0.51 1.72
O 10.452620 4.336880 -15.530130 -1.47 -0.13 -0.96
C 10.258580 5.081750 -12.607770 -0.33 -0.24 -1.17
C 11.529230 6.637330 -14.197810 -1.25 -2.19 -0.50
C 10.372550 1.972080 -13.910820 0.63 1.11 -1.58
H 13.217690 2.008680 -16.092370 0.17 0.46 0.27
H 11.609710 2.429410 -16.699170 -0.08 0.24 0.13
H 11.890510 0.934480 -15.902930 -0.11 -0.12 0.31
H 12.822070 1.507850 -12.995070 0.52 -0.54 -0.63
H 13.882930 2.613080 -13.999060 0.05 -0.21 0.05
H 13.756290 3.298330 -11.633210 0.25 0.00 -0.19
H 12.061520 3.124690 -11.631790 -0.28 0.18 -0.03
H 13.532500 5.133510 -13.487190 0.49 -0.68 -0.27
H 13.022810 5.528920 -11.970800 -0.88 0.30 0.32
H 9.387710 4.871250 -13.228560 -0.36 0.34 0.13
H 10.284340 4.284630 -11.864780 0.31 0.17 0.05
H 10.181120 6.067620 -12.149330 -0.26 -0.20 0.22
H 10.554460 6.709370 -14.680240 -0.22 0.41 0.17
H 11.618290 7.491130 -13.526100 0.27 -0.42 0.28
H 12.192450 6.704580 -15.060200 0.63 -0.11 0.35
H 10.274340 2.061570 -12.828950 0.21 -0.76 -0.08
H 10.139610 1.052570 -14.447780 0.82 -0.93 1.02
H 9.475640 2.443860 -14.312150 0.23 1.18 0.02
H 10.812920 4.829560 -16.271120 -0.07 0.10 -0.33
C 18.732710 9.836130 -15.191870 -1.13 0.49 -1.38
C 17.189320 9.738830 -15.406520 -0.66 -0.28 1.86
C 16.688050 8.423880 -14.763510 0.46 -0.69 -0.37
C 15.240770 8.359870 -14.380780 -1.68 1.66 0.33
C 14.752970 9.539870 -13.505510 0.23 0.22 -1.02
C 15.128110 10.971480 -14.151480 -1.05 -1.81 0.18
N 16.551700 10.885430 -14.602160 0.50 -0.47 0.54
O 17.044430 12.152250 -15.046760 -0.56 -0.35 -0.57
C 14.099990 11.268930 -15.302770 0.40 0.24 0.65
C 14.907500 11.994850 -12.993750 1.98 -0.51 -0.85
C 16.826650 9.617810 -16.899070 -0.22 1.49 0.79
H 18.999660 9.993670 -14.146870 0.02 0.12 -0.24
H 19.038060 10.616690 -15.888720 0.39 0.59 0.62
H 19.268940 8.993900 -15.629140 -0.30 -0.46 0.56
H 16.752600 7.711420 -15.585900 0.44 -0.41 0.00
H 17.364450 8.045810 -13.996930 -0.06 0.29 0.35
H 14.888250 7.452380 -13.890590 0.47 -0.32 -0.16
H 14.631330 8.480260 -15.276430 0.02 -0.43 -0.41
H 15.014980 9.293110 -12.476640 0.77 0.94 0.20
H 13.664380 9.537410 -13.450120 -0.22 -0.10 -0.30
H 13.930830 10.434750 -15.983680 0.19 -0.01 -0.03
H 13.133810 11.539180 -14.876680 -0.10 -0.20 0.19
H 14.390590 12.158470 -15.861670 0.32 -0.12 -0.14
H 13.912470 11.968090 -12.549580 0.06 0.08 -0.38
H 15.647760 11.715500 -12.244030 -0.13 -0.02 0.37
H 15.239730 12.974650 -13.336860 -0.65 0.30 0.05
H 15.814940 9.222440 -16.989740 0.09 -0.15 -0.20
H 17.557440 9.000740 -17.421840 -0.10 0.05 -0.13
H 16.805700 10.641770 -17.272140 0.18 -0.08 -0.58
H 17.333210 12.592320 -14.243930 0.20 -0.09 0.14
C 11.869430 4.977610 -20.592780 0.64 0.74 0.68
C 13.026200 4.202210 -19.882760 0.45 1.47 -1.38
C 14.110270 4.048710 -21.009260 0.89 0.07 -0.53
C 15.168910 5.163480 -21.108180 -1.30 -1.68 -1.37
C 15.727230 5.344960 -19.771700 0.14 0.60 -0.35
C 14.714070 5.764580 -18.733820 -0.19 2.58 0.54
N 13.589110 4.842400 -18.639570 1.32 -1.58 -2.42
O 12.678340 5.117390 -17.625550 -0.27 0.29 -0.24
C 15.544340 5.681180 -17.455130 -0.02 -0.28 1.08
C 14.309310 7.290940 -19.025280 0.40 -0.61 0.05
C 12.525740 2.813670 -19.635930 -0.80 -0.97 0.18
H 12.131970 5.921780 -21.069990 0.74 0.25 0.33
H 11.155170 5.274530 -19.824830 -0.65 -0.51 -0.42
H 11.548330 4.428370 -21.477840 -0.75 -0.50 0.56
H 14.577390 3.065210 -20.958080 0.59 -0.05 0.80
H 13.707250 3.929720 -22.014990 -1.05 0.35 0.13
H 14.755260 6.035540 -21.614630 -0.30 0.45 0.65
H 15.970480 4.915170 -21.803840 0.11 -0.59 -0.12
H 16.479730 6.102430 -19.990970 0.31 0.16 1.33
H 16.167860 4.420060 -19.399510 0.33 -0.12 -0.30
H 16.553830 6.077670 -17.563850 -0.18 0.50 -0.18
H 15.101630 6.094540 -16.548900 -0.22 0.32 -0.13
H 15.728730 4.634760 -17.212020 -0.17 -0.35 -0.12
H 13.602690 7.445860 -19.840620 -0.29 -0.48 0.06
H 13.935390 7.840090 -18.161160 -0.13 -0.29 0.14
H 15.188620 7.832650 -19.373810 0.29 -0.02 0.25
H 12.430830 2.318860 -20.602500 -0.16 -0.03 -0.20
H 11.522630 2.793430 -19.209960 -0.03 0.04 0.27
H 13.165100 2.154840 -19.048330 0.28 0.32 0.26
H 12.982670 4.503770 -16.952910 -0.34 -0.08 0.71
C 9.137260 7.197200 -19.207190 -0.61 0.04 0.84
C 9.313330 8.723650 -19.208900 -0.05 0.13 0.06
C 8.035470 9.474710 -19.545330 -2.20 0.06 1.05
C 7.018350 9.571390 -18.368730 0.55 1.46 0.95
C 7.755520 10.273260 -17.126090 0.18 -2.40 -1.17
C 8.934600 9.354910 -16.722560 1.38 0.38 0.08
N 9.858110 9.180550 -17.895820 -1.38 1.78 -1.15
O 11.181410 8.747650 -17.677490 -1.05 -0.19 0.32
C 9.779010 10.081210 -15.608260 -0.06 -0.52 -0.75
C 8.348200 8.068230 -16.128990 0.80 -0.05 0.37
C 10.239480 9.149810 -20.326680 1.16 0.34 -0.19
H 8.980620 6.749200 -20.188440 0.34 0.04 0.03
H 8.297660 6.896790 -18.580360 -0.41 0.20 -0.19
H 9.952600 6.750830 -18.637910 0.47 -0.31 -0.59
H 8.233490 10.489800 -19.889560 0.33 0.03 0.15
H 7.540110 8.982020 -20.381980 0.15 -0.19 -0.16
H 6.503250 8.636750 -18.146890 0.79 -0.46 0.41
H 6.112500 10.159670 -18.515230 0.27 0.59 -0.93
H 7.095580 10.287340 -16.258690 -0.09 0.38 -0.06
H 8.166500 11.253170 -17.368920 -0.38 0.06 -0.16
H 10.280320 10.979050 -15.969730 -0.49 0.23 -0.30
H 9.126250 10.318990 -14.768340 0.14 0.01 0.07
H 10.636240 9.485430 -15.294750 -0.29 -0.42 0.26
H 9.138830 7.333150 -15.978420 0.11 -0.02 0.15
H 8.005020 8.391630 -15.146260 -0.39 -0.54 0.10
H 7.576170 7.544310 -16.692520 -0.11 0.47 0.05
H 9.890860 9.044560 -21.354050 -0.57 -0.73 0.21
H 11.185400 8.617390 -20.227410 0.26 0.25 -0.16
H 10.377050 10.230260 -20.284260 0.47 0.01 0.48
H 11.061420 7.796310 -17.631140 0.68 -0.66 0.28
```
Positions in Å, forces in eV/Å.

## Properties
- expectation value of S² = 0.754
- total energy (eV) = -123684.50591
- relative energy (zero: lowest compared OMol25 entry of this formula, charge and spin) (kJ/mol) = 0.0
- HOMO (alpha / beta) (eV) = -9.269 / -9.269
- spin multiplicity = 2
- LUMO energy (alpha / beta) (eV) = -1.85 / -5.95
- net charge = +1
- frontier orbital gap (alpha / beta) (eV) = 7.42 / 3.32

These are the Löwdin partial charges, in e, on atoms 1 to 99: C -0.068; C -0.451; C -0.208; O -0.200; C -0.069; N 0.039; H 0.064; H 0.046; H 0.073; H 0.127; H 0.118; H 0.125; H 0.088; H 0.084; H 0.086; H 0.081; H 0.071; C -0.067; C -0.379; C -0.162; O -0.210; C -0.085; N 0.043; H 0.080; H 0.091; H 0.088; H 0.147; H 0.110; H 0.117; H 0.085; H 0.091; H 0.084; H 0.067; H 0.093; C -0.055; C -0.451; C -0.208; O -0.193; C -0.087; N 0.037; H 0.082; H 0.048; H 0.060; H 0.153; H 0.128; H 0.127; H 0.072; H 0.085; H 0.068; H 0.069; H 0.074; C -0.103; C -0.431; C -0.170; O -0.192; C -0.095; N 0.044; H 0.076; H 0.072; H 0.083; H 0.134; H 0.114; H 0.115; H 0.086; H 0.083; H 0.084; H 0.050; H 0.068; C -0.029; C -0.522; C -0.124; C -0.182; C -0.157; C -0.417; N -0.080; O -0.008; C -0.022; C -0.011; C -0.021; H 0.078; H 0.094; H 0.065; H 0.126; H 0.119; H 0.074; H 0.110; H 0.096; H 0.122; H 0.058; H 0.090; H 0.072; H 0.066; H 0.045; H 0.051; H 0.068; H 0.096; H 0.096; H 0.035; C 0.003